{
  "formula": "C4H18BO17",
  "method": "ωB97M-V/def2-TZVPD",
  "species": ["H", "H", "H", "O", "H", "O", "B", "C", "H", "H", "H", "H", "O", "O", "C", "H", "O", "C", "H", "H", "H", "O", "H", "O", "O", "O", "O", "H", "O", "O", "O", "O", "H", "C", "O", "O", "H", "H", "O", "H"],
  "coordinates": [[-4.3130, -2.2955, 0.5973], [-5.0455, 0.9162, -2.0419], [-1.4554, 0.0533, 2.8999], [-2.9790, -0.2010, -0.1579], [-0.9584, 2.8094, -0.9289], [0.2229, -3.0983, 2.2637], [0.5423, 0.2860, 0.1359], [-1.7300, -0.2497, -0.1526], [0.8776, -2.3662, -4.0489], [-3.9626, -3.7069, -0.6289], [-3.7995, 0.1223, -1.7117], [0.2665, -2.8939, 1.3296], [-3.3109, -3.6626, 0.0708], [-1.2394, -2.4260, -1.2480], [2.6532, 0.9140, 0.9647], [-2.8760, 0.4373, 3.2552], [-0.8841, 0.6736, 0.3093], [-0.8256, -1.3560, -0.7179], [-0.7135, -3.1556, 2.4534], [5.8589, 2.8875, 2.9607], [1.1459, -1.6316, -2.7527], [-4.8353, -1.7130, 1.1487], [4.9480, 1.7864, 2.4610], [-2.2657, -0.3001, 3.2669], [6.4402, 2.9069, -1.1399], [3.5355, 1.1633, 1.8249], [3.3876, 1.9404, -1.1303], [-4.4336, -0.8515, 1.0357], [1.4642, 0.3627, 1.2182], [1.2329, 1.1866, -0.8484], [-4.2385, 0.5781, -2.4299], [0.4714, -1.0143, -0.4619], [-1.3229, 3.9851, -1.8102], [2.4960, 1.4549, -0.4779], [5.8660, 2.0563, 2.4861], [1.1128, -1.5061, -3.7011], [5.5567, 3.2704, -1.1999], [-2.5786, -3.1806, -0.3135], [-0.7155, 3.7151, -1.1215], [6.4045, 2.1028, -1.6580]],
  "forces_ev_per_a": [[0.6, -0.2, 0.1], [-0.1, 0.0, 0.2], [0.3, 0.1, -0.4], [0.4, 0.7, 0.2], [0.0, -0.6, 0.2], [0.3, -0.2, 0.4], [-1.3, 0.1, -2.1], [2.1, -3.8, -2.0], [-0.2, -0.2, 0.1], [0.0, -0.1, -0.3], [0.7, -0.4, 1.0], [0.0, 0.2, -0.4], [-0.9, -0.9, 0.6], [1.1, 0.3, 0.3], [-0.3, 1.3, 2.6], [-0.2, 0.1, -0.2], [1.2, 2.2, 1.5], [-3.5, 1.6, 1.0], [-0.3, 0.1, 0.0], [0.1, 0.2, 0.0], [-0.2, 0.1, 0.6], [-1.4, 0.2, 0.7], [-0.5, -0.3, -0.4], [-0.1, -0.2, 0.5], [0.6, 0.3, -0.1], [-3.1, -1.4, -3.0], [-0.5, 0.2, 0.1], [0.5, 0.2, -0.2], [1.9, -0.2, 2.7], [2.0, 1.3, -0.4], [-0.6, 0.5, -1.2], [0.3, -1.5, -0.4], [-0.1, 0.0, -0.1], [-0.7, -0.8, -0.8], [1.1, 0.3, 0.5], [0.3, 0.1, -0.6], [-0.4, -0.2, 0.1], [1.2, 0.7, -0.8], [0.1, 0.6, 0.0], [-0.2, -0.2, 0.0]],
  "mulliken_spin": [0.001, 0.000, 0.001, 0.145, 0.000, 0.002, -0.013, 0.306, 0.000, 0.000, 0.002, -0.006, 0.001, 0.167, 0.001, -0.001, 0.047, 0.307, 0.003, 0.000, -0.001, 0.000, 0.000, 0.001, 0.000, -0.001, -0.002, -0.001, -0.016, 0.001, 0.002, 0.047, 0.000, 0.002, 0.000, 0.001, 0.000, 0.002, 0.001, 0.000],
  "charge": -2,
  "s2": 0.753,
  "multiplicity": 2,
  "energy_ev": -39931.1221,
  "e_lumo_ha": [0.18032, 0.18028],
  "orbital_gap_ev": [4.48, 8.31]
}


{
  "formula": "C25H27N5O3",
  "method": "ωB97M-V/def2-TZVPD",
  "species": ["C", "C", "H", "C", "H", "C", "H", "N", "C", "C", "N", "C", "C", "C", "H", "C", "H", "H", "H", "C", "C", "C", "C", "N", "H", "H", "H", "H", "C", "H", "O", "C", "C", "H", "H", "C", "H", "C", "C", "O", "H", "C", "N", "H", "H", "H", "H", "C", "H", "H", "O", "C", "C", "C", "H", "H", "H", "N", "H", "H"],
  "coordinates": [[-2.6207, 3.8933, -4.4914], [0.1495, 0.9649, 1.0297], [1.1035, -2.8159, -2.5678], [-3.8404, 3.7869, -3.7845], [0.8641, -4.4968, 0.9503], [-2.8437, 2.2005, -0.6448], [-0.5774, -5.4702, 4.6055], [1.5494, -3.6088, 2.6790], [2.1390, -2.3809, 3.1312], [1.9726, 1.3286, -0.6633], [0.6229, 1.4594, -0.1684], [-1.4631, 3.4467, -3.9324], [1.1789, -4.6147, 3.6504], [1.0587, 0.3993, 2.0433], [-1.1415, -2.7009, 2.4188], [0.6522, -3.5978, 1.5444], [2.6655, 1.7544, 0.0658], [2.9137, -2.6487, 3.8549], [3.0165, -3.8811, -1.4287], [3.6314, -2.0771, -0.4551], [-0.1413, 3.5289, -4.6208], [-3.8426, 3.2345, -2.5507], [-1.2134, 1.1451, 1.0872], [0.4772, -0.5480, 2.8189], [1.9054, -0.5888, 4.2888], [0.5505, 4.1164, -4.0208], [-0.5887, -3.6873, 4.5326], [0.5628, -1.7352, 4.5175], [-0.4212, 1.9257, -0.8814], [2.6303, -1.9148, 2.2719], [2.2151, 0.7547, 2.1923], [1.7423, -2.2324, -1.9210], [-1.4815, 2.8681, -2.6218], [-0.2442, 3.9799, -5.6036], [0.6464, -0.4184, -2.2259], [3.3726, -0.7305, -0.2615], [0.2869, 2.5335, -4.7195], [-0.3183, -4.6073, 3.9896], [2.8169, -2.8302, -1.2830], [-1.0996, -4.7135, 2.8192], [-4.7589, 4.1406, -4.2218], [1.2431, -1.2982, 3.7854], [-2.6998, 2.7760, -1.9623], [-1.8706, 0.9067, 1.8997], [-2.6149, 4.3320, -5.4776], [1.4165, -5.5946, 3.2157], [0.8528, -2.7212, 0.9276], [2.2981, -0.1261, -0.8980], [2.0143, 1.8932, -1.5989], [-4.7285, 3.1132, -1.9444], [-3.9454, 2.1398, -0.1388], [-1.5964, 1.7662, -0.1227], [-0.8322, -3.6440, 1.9400], [1.4847, -0.8871, -1.7294], [-1.4555, -3.8098, 1.0595], [3.9952, -0.1463, 0.3990], [-0.4523, -0.8551, 2.5846], [-0.3487, 2.4536, -2.1100], [4.4666, -2.5416, 0.0478], [1.7690, -4.4818, 4.5576]],
  "forces_ev_per_a": [[0.4, -0.2, 0.2], [-0.6, 0.1, 0.1], [0.0, 0.0, -0.1], [-0.1, -0.1, 0.4], [-0.1, 0.1, -0.1], [0.0, -0.2, 0.3], [0.0, 0.1, 0.0], [-0.2, -0.1, 0.0], [-0.1, 0.3, 0.2], [0.5, 0.0, -0.2], [-0.1, 0.2, 0.1], [-0.3, 0.3, -0.4], [-0.3, 0.0, -0.1], [-0.3, -0.2, 0.3], [0.0, -0.1, 0.0], [-0.2, -0.1, 0.0], [-0.1, 0.0, -0.2], [0.1, 0.1, 0.0], [0.0, -0.1, 0.0], [0.1, -0.1, 0.0], [0.0, 0.0, 0.0], [-0.7, 0.3, -0.4], [0.3, -0.1, 0.1], [-0.3, -0.1, 0.0], [-0.1, -0.1, 0.1], [0.1, 0.0, 0.0], [0.0, -0.1, 0.0], [0.0, 0.1, 0.0], [-1.1, 0.2, 0.1], [0.1, 0.0, 0.1], [0.3, 0.1, -0.1], [-0.1, 0.0, -0.1], [0.2, -0.1, 0.2], [0.0, 0.0, -0.1], [-0.1, 0.0, -0.1], [0.0, 0.1, -0.1], [0.1, 0.0, 0.0], [0.3, -0.1, 0.1], [0.1, -0.1, 0.0], [0.0, -0.1, 0.0], [-0.1, 0.0, 0.0], [0.5, -0.1, 0.0], [0.4, 0.0, -0.2], [-0.1, -0.1, 0.2], [0.1, 0.0, -0.1], [0.0, 0.0, 0.1], [0.0, 0.0, -0.1], [0.1, 0.0, 0.0], [0.0, 0.0, 0.1], [0.1, 0.0, 0.0], [0.0, 0.0, 0.0], [0.5, 0.0, -0.4], [0.3, 0.1, -0.3], [0.0, 0.0, 0.0], [0.0, 0.1, 0.0], [0.0, 0.1, 0.1], [0.1, 0.1, -0.1], [0.4, 0.0, -0.2], [0.1, 0.0, 0.1], [0.0, 0.0, 0.0]],
  "nbo_charge": [-0.154, 0.029, 0.214, -0.276, 0.192, 0.645, 0.194, -0.458, -0.213, -0.240, -0.318, -0.030, -0.242, 0.652, 0.133, -0.249, 0.242, 0.197, 0.215, -0.214, -0.625, 0.040, -0.223, -0.608, 0.223, 0.233, 0.150, 0.199, 0.386, 0.216, -0.636, -0.228, 0.413, 0.212, 0.208, -0.199, 0.232, -0.084, -0.214, -0.525, 0.229, -0.253, -0.394, 0.234, 0.217, 0.193, 0.218, -0.053, 0.241, 0.254, -0.605, -0.236, -0.076, -0.167, 0.198, 0.228, 0.401, -0.539, 0.217, 0.202],
  "smiles": "Cc1cccn2c(=O)c3cc(C(=O)NCCN4CCOCC4)n(Cc4ccccc4)c3nc12",
  "multiplicity": 1,
  "energy_ev": -39957.4533,
  "e_lumo_ha": 0.00219,
  "orbital_gap_ev": 7.77
}